# C27H48N2O7

A 3-piece molecular cluster, C27H48N2O7 overall (the ωB97M-V functional and the def2-TZVPD basis, OMol25).

Atoms and positions in Å:
C -1.65826 1.58337 0.86371
C -3.08557 1.58012 1.39767
C -4.03736 2.03357 0.28453
C -3.55724 0.21999 1.93268
C -2.57080 -0.59090 2.80321
C -2.05420 -1.84157 2.14078
C -2.68407 -3.08304 2.40707
C -2.27467 -4.22920 1.80886
C -1.20327 -4.20864 0.90022
N -0.79654 -5.36352 0.29882
C 0.19715 -5.25875 -0.52440
C 0.86184 -4.02354 -0.80948
C 2.01879 -4.02249 -1.77203
C 2.78878 -2.71388 -1.79036
O 2.05691 -1.71440 -2.48515
N 0.49247 -2.91511 -0.23835
C -0.55876 -2.98351 0.62957
C -1.00384 -1.81581 1.26592
H -0.91449 1.31764 1.61264
H -1.41385 2.56180 0.45061
H -1.58237 0.86627 0.04103
H -3.17917 2.30730 2.21105
H -4.07434 1.26284 -0.48923
H -3.67394 2.94392 -0.19160
H -5.04859 2.19963 0.65299
H -4.43748 0.41822 2.54880
H -3.90383 -0.39654 1.10105
H -3.08922 -0.89493 3.71287
H -1.72664 0.02107 3.12036
H -3.51034 -3.11519 3.10592
H -2.75490 -5.17576 2.01690
H 0.54099 -6.16165 -1.01970
H 1.64295 -4.18570 -2.78426
H 2.69652 -4.83495 -1.50249
H 3.72960 -2.86587 -2.32315
H 3.03045 -2.39677 -0.77513
H 1.66019 -1.12765 -1.83658
H -0.48225 -0.89374 1.04644
C -5.32149 5.33948 4.39863
O -5.53971 5.98502 3.16689
C -4.60111 5.58243 2.18771
C -4.99714 6.09238 0.82096
O -5.98978 5.30296 0.18619
C -7.32692 5.50875 0.61388
C -7.97361 6.73922 0.02072
O -7.58014 7.90021 0.72769
C -8.00266 9.07715 0.08063
H -4.31633 5.54685 4.78524
H -6.05629 5.72064 5.10459
H -5.44689 4.25386 4.30496
H -4.53804 4.48620 2.15495
H -3.60887 5.97869 2.44818
H -4.11924 6.01859 0.17569
H -5.29738 7.14130 0.87367
H -7.39426 5.53184 1.70392
H -7.87780 4.63753 0.25404
H -9.06672 6.63254 0.07342
H -7.68423 6.82402 -1.03480
H -7.54407 9.17150 -0.91084
H -7.69291 9.91955 0.69543
H -9.09336 9.10090 -0.03098
C 8.23700 -7.25632 -1.46974
O 8.30246 -5.85130 -1.53043
C 9.62898 -5.37804 -1.38521
C 9.70583 -3.90071 -1.69413
O 9.75749 -3.61137 -3.08172
C 8.51572 -3.62120 -3.76730
C 7.71761 -2.34930 -3.59684
O 7.03136 -2.35473 -2.35886
C 6.43401 -1.10873 -2.08411
H 8.62985 -7.63336 -0.51783
H 7.19037 -7.54089 -1.55604
H 8.79979 -7.71569 -2.29092
H 10.29902 -5.92210 -2.06331
H 9.96626 -5.54923 -0.35280
H 10.64680 -3.52469 -1.28790
H 8.88410 -3.36828 -1.20972
H 7.91422 -4.48710 -3.48117
H 8.77247 -3.71453 -4.82421
H 6.99051 -2.26687 -4.41753
H 8.39641 -1.48819 -3.64724
H 7.18794 -0.31878 -1.98697
H 5.90015 -1.20281 -1.14038
H 5.71994 -0.82997 -2.86819

Force components x, y, z for each atom (eV/Å):
C -0.1720 -0.1267 -0.2185
C -0.1607 0.0356 -0.1827
C 0.2312 -0.1763 0.0472
C -0.0877 0.1055 0.2856
C -0.0533 -0.0773 0.0682
C -0.0809 -0.0203 0.0510
C -0.1563 0.3772 0.1409
C -0.0408 -0.4128 -0.0577
C 0.2021 0.1243 -0.1506
N -0.0998 -0.0123 0.0844
C 0.1322 0.0462 -0.1707
C -0.0054 -0.1250 -0.0134
C 0.0241 0.3032 0.2380
C 0.0116 -0.0752 -0.1664
O 0.2325 0.1986 -0.0297
N 0.0250 0.0770 0.0290
C -0.0285 -0.3414 -0.0475
C 0.0732 0.2762 0.0744
H 0.0351 0.0713 0.0397
H 0.0804 0.0642 0.0923
H 0.0593 -0.0093 0.0042
H 0.2328 0.0115 0.0821
H -0.0602 0.0016 -0.0382
H -0.1253 0.1351 0.0633
H -0.0528 0.0471 -0.0193
H -0.1349 -0.0264 -0.1322
H 0.0865 -0.0599 -0.0703
H 0.0487 0.0232 0.0779
H -0.0116 0.1013 -0.0005
H -0.0276 0.0514 0.0385
H 0.0142 -0.0440 -0.0276
H -0.0043 -0.0407 0.0041
H 0.0299 -0.2124 -0.0288
H -0.0082 -0.1292 -0.1304
H 0.0069 0.0203 -0.0185
H -0.0161 0.0204 0.0519
H -0.1848 -0.1408 0.0507
H 0.0198 -0.0152 -0.0145
C -0.0133 0.0537 0.0131
O -0.0426 -0.0806 -0.0566
C -0.0295 0.0474 0.0751
C 0.0698 -0.0230 -0.0548
O -0.0149 0.0133 0.0114
C -0.0278 -0.0761 -0.0117
C -0.0059 0.0739 0.0665
O 0.0774 -0.0307 -0.0613
C -0.0063 0.0108 0.0521
H 0.0052 -0.0203 0.0000
H -0.0010 0.0061 0.0001
H 0.0346 -0.0044 0.0029
H 0.0358 -0.0096 -0.0203
H 0.0207 -0.0372 -0.0046
H -0.0095 0.0134 -0.0166
H -0.0212 -0.0077 0.0771
H -0.0049 0.0720 0.0018
H 0.0090 -0.0082 0.0055
H -0.0043 -0.0044 -0.0421
H -0.0251 -0.0235 -0.0219
H -0.0304 -0.0062 -0.0120
H -0.0003 -0.0013 0.0065
H 0.0015 0.0010 -0.0198
C -0.0456 0.0145 0.0266
O 0.0428 0.0184 -0.0994
C -0.0847 -0.0339 0.0246
C 0.0574 0.0473 0.0361
O -0.0328 -0.0092 0.0183
C 0.0175 -0.0289 -0.0753
C -0.0692 -0.0109 0.0539
O 0.0850 0.0108 0.0276
C -0.0669 -0.0507 0.0286
H 0.0139 -0.0101 -0.0087
H -0.0038 0.0032 0.0033
H 0.0217 -0.0086 0.0244
H 0.0342 0.0020 0.0136
H 0.0341 -0.0178 -0.0112
H -0.0057 0.0128 0.0046
H -0.0312 -0.0465 0.0018
H -0.0352 0.0314 0.0313
H 0.0015 -0.0130 0.0002
H 0.0165 0.0327 -0.0138
H 0.0045 0.0080 -0.0384
H -0.0099 0.0093 -0.0486
H -0.0073 -0.0030 0.0000
H 0.0122 0.0380 0.0040

The total energy is -1693.67819 Eh. As for the gap between HOMO and LUMO: 9.06 eV. Its HOMO energy is -8.96 eV. The calculation puts the largest force on an atom at 0.008 hartree/bohr. Its structure (SMILES) is CC(C)CCc1ccc2ncc(CCO)nc2c1.COCCOCCOC.COCCOCCOC.

=====

# C27H48O21S6

A 8-piece molecular cluster, C27H48O21S6 overall at a distorted geometry (the ωB97M-V functional and the def2-TZVPD basis, OMol25).

Atoms and positions in Å:
C -18.53580 -6.51939 -0.42885
C -18.13027 -7.98675 -0.63036
O -19.40403 -8.59550 -0.79193
S -20.56518 -7.80471 0.11077
O -20.19303 -7.97173 1.51103
O -21.94106 -8.05613 -0.33935
O -19.93688 -6.41854 -0.55196
H -18.01999 -5.86079 -1.12762
H -18.15575 -6.11709 0.51020
H -17.61137 -8.34507 0.25872
H -17.60427 -8.32654 -1.52253
C -21.14042 -12.89410 -4.82061
C -20.34218 -11.59303 -5.00469
O -19.19932 -11.80633 -5.86377
S -19.62542 -12.91250 -7.01879
O -18.38182 -13.61913 -7.36024
O -20.45416 -12.32050 -8.08625
O -20.58167 -13.75205 -5.90895
H -22.21492 -12.76472 -4.95026
H -21.05277 -13.39774 -3.85792
H -20.04677 -11.31361 -3.99338
H -20.95022 -10.82073 -5.47580
C -17.10488 -19.14391 -4.72078
C -17.84851 -17.91243 -5.31026
O -18.86275 -17.61046 -4.37116
S -18.87723 -18.54551 -3.00545
O -19.84164 -19.62840 -3.21048
O -18.91815 -17.72245 -1.76187
O -17.30480 -18.98537 -3.32976
H -16.05825 -19.12367 -5.02450
H -17.57879 -20.09391 -4.96776
H -18.28520 -18.21521 -6.26196
H -17.22813 -17.03335 -5.48481
O -28.68286 -11.31718 1.42447
S -27.83813 -12.39343 0.92751
O -28.17637 -13.21186 -0.25699
O -26.32371 -11.76065 0.66023
C -25.25491 -12.56922 0.24517
C -24.98769 -12.28386 -1.21494
C -27.46005 -13.52958 2.39191
H -25.40859 -13.61553 0.50924
H -24.37496 -12.09972 0.68488
H -25.14972 -11.21634 -1.36407
H -25.63073 -12.90113 -1.84231
H -23.98369 -12.58273 -1.51622
H -28.46332 -13.90264 2.59776
H -26.94591 -12.95312 3.16097
H -26.83791 -14.36764 2.07775
O -21.89618 -15.72596 2.66391
S -22.57834 -14.58155 3.25324
O -23.68601 -13.94868 2.54998
O -23.02736 -14.99390 4.77457
C -23.61855 -14.01997 5.64641
C -24.81403 -14.70472 6.33375
C -21.24845 -13.30565 3.79430
H -23.97597 -13.16119 5.07821
H -22.82498 -13.63692 6.28798
H -25.34236 -14.02623 7.00355
H -24.53824 -15.53117 6.98874
H -25.53229 -15.09744 5.61404
H -20.59283 -13.73227 4.55341
H -21.76644 -12.42332 4.17019
H -20.61381 -12.96550 2.97599
O -16.11559 -10.42450 -0.52442
S -15.72820 -11.07222 -1.75270
O -15.43187 -12.47465 -1.88776
O -16.77001 -10.58693 -2.95167
C -16.57497 -11.15548 -4.15798
C -16.82711 -10.01777 -5.16385
C -14.21545 -10.15269 -2.38377
H -17.39000 -11.87632 -4.22301
H -15.58306 -11.53585 -4.40196
H -16.85742 -10.38388 -6.19008
H -16.17076 -9.15276 -5.06859
H -17.84841 -9.63935 -5.12089
H -13.50130 -10.74074 -2.96022
H -13.73810 -9.93261 -1.42889
H -14.41639 -9.16421 -2.79685
C -21.22251 -13.74743 -0.44096
C -20.48932 -14.80144 -0.97328
C -19.28776 -14.53684 -1.59972
C -18.93764 -13.20863 -1.89865
C -19.78211 -12.15877 -1.49882
C -20.92491 -12.42518 -0.79329
H -22.11869 -13.93220 0.13272
H -20.83516 -15.79702 -0.73747
H -18.66580 -15.36383 -1.90901
H -18.08032 -13.08252 -2.54324
H -19.66495 -11.12448 -1.78677
H -21.55438 -11.57665 -0.56928
C -23.49677 -20.66718 1.32503
C -23.85860 -19.34903 1.06244
C -22.95348 -18.64948 0.34869
C -21.78895 -19.19227 -0.16164
C -21.53277 -20.47713 0.10260
C -22.33717 -21.24290 0.88440
H -23.97212 -21.29823 2.06137
H -24.78429 -18.92462 1.42215
H -23.19264 -17.60396 0.22187
H -21.07867 -18.58537 -0.70347
H -20.60934 -20.84777 -0.31728
H -21.94328 -22.22915 1.08078

Force components x, y, z for each atom (eV/Å):
C 2.0528 1.1144 -0.2280
C -0.6433 -0.0934 0.4747
O -2.3621 -1.9429 0.8418
S 0.9207 -0.0445 -0.5691
O -0.8199 0.5238 -2.2493
O 3.6059 0.5636 0.6258
O -1.6377 -0.3346 1.2625
H -0.7013 -0.0179 -0.5873
H -0.5239 -0.3836 0.4496
H -0.0960 -0.2430 -0.0880
H 0.1929 0.7138 0.0129
C 0.6754 -0.5048 -2.1929
C -0.4558 0.3570 0.2690
O -0.9357 -0.8682 -0.3112
S 0.1930 0.2044 -0.3938
O -3.1564 1.2308 1.0287
O 1.8317 -1.4315 2.9233
O 0.2932 0.4546 -0.5641
H 0.0958 0.1184 -0.4746
H 0.7201 -0.1962 -0.2051
H 0.6039 0.5743 -0.4495
H -0.0469 0.0226 0.2587
C -0.9718 0.6022 -0.5414
C 0.3597 -1.2774 -0.4944
O -1.4395 0.3164 1.6437
S 0.6259 0.1719 -0.7193
O 2.1760 2.1995 0.7343
O 0.2336 -2.0147 -3.5170
O -0.8756 0.0290 2.3559
H -0.0013 -0.1311 0.6481
H 0.1044 0.0896 -0.5667
H -0.2782 0.2155 0.0655
H 0.0656 -0.0657 0.3581
O 1.4945 -1.5282 -1.1065
S 0.7965 -1.1184 -0.2404
O 0.4953 1.6565 2.3977
O -2.5896 0.5539 1.0603
C 0.9814 0.5553 -0.8179
C -0.6225 -1.0480 -0.6563
C -0.4675 0.6340 -1.7612
H 0.3049 0.0841 -0.0188
H -0.0917 -0.5882 1.0682
H 0.0910 -0.1373 -0.2878
H -0.3287 0.4295 -0.1969
H 0.3347 0.1839 0.1826
H 0.1712 0.1220 0.5641
H -0.4927 0.0501 -0.0265
H -0.0326 0.1751 -0.2091
O -1.1771 1.5235 0.7804
S 1.5368 0.4137 1.5107
O 1.2789 -0.5291 0.7207
O 0.6353 -0.4828 -2.2206
C -1.0295 0.0999 0.1018
C 0.3254 0.1703 0.4879
C -0.9886 -0.3784 -0.7330
H -0.1190 -0.0383 -0.2212
H -0.1660 -0.2959 0.3829
H 0.0415 0.3284 -0.2060
H 0.3993 -0.0814 -0.2386
H 0.1652 0.1757 -0.1729
H -0.4038 -0.3278 -0.0371
H -0.1319 -0.1913 0.0979
H -0.2767 -0.3323 -0.3228
O -0.4259 -0.9944 -1.1410
S 2.3022 2.1096 -1.9994
O -1.0299 0.4794 0.4774
O 0.6883 0.6845 5.5002
C -0.8362 0.3898 -3.8879
C -0.9997 -0.2957 -0.7960
C -0.2979 -0.2589 1.6405
H 0.5610 -0.6312 -0.8470
H -0.0101 -0.4373 0.6633
H 0.7245 -0.1649 -0.0514
H 0.2741 -0.3224 0.0911
H -0.1121 0.0937 0.6852
H -0.5654 -0.1640 -0.1541
H 0.2374 -0.1013 0.0715
H -0.5039 -0.3644 -0.2784
C -1.2712 0.0463 -0.2222
C 1.1387 -0.7263 0.2955
C -1.0982 -1.3413 0.4448
C 0.1408 0.0926 -0.3384
C -0.8810 0.8102 0.2437
C 1.1116 1.2649 -0.5306
H -0.0244 -0.2193 0.3395
H 0.2762 -0.2516 -0.2052
H 0.1113 -0.0274 -0.0384
H 0.1860 0.4014 0.0790
H 0.6878 0.0452 -0.0533
H -0.3055 -0.1818 0.3174
C -0.5627 -1.3040 1.7709
C -0.1137 -1.7182 0.5416
C -0.0327 2.2250 -0.8023
C -0.6170 1.9595 -0.0730
C 2.2925 -0.9395 -1.1019
C 0.3726 -0.0602 -0.4615
H -1.0016 0.2170 -0.0739
H 0.0746 0.0233 0.1049
H 0.2130 0.3162 -0.3438
H -0.0519 0.0241 -0.1161
H 0.1323 -0.4706 0.0995
H -0.7230 -0.2387 0.4675

The total energy is -5026.16644 Eh. As for the charge: +1. As for the gap between HOMO and LUMO (alpha / beta): 6.73 / 2.52 eV. As for the expectation value of S²: 0.768. Its HOMO energy (alpha / beta) is -10.82 / -10.82 eV. The spin multiplicity is 2. The calculation puts the largest force on an atom at 0.109 hartree/bohr.

=====

> Number 1 is which compound?

C27H48N2O7